# 1
This record from the OMol25 dataset describes a single C9H8O2S2 molecule in a non-equilibrium geometry. The level of theory is ωB97M-V/def2-TZVPD.

Last column: Mulliken charge in e.
CARTESIAN COORDINATES (ANGSTROEM)
C 1.10595 2.87662 -0.18651  -0.60
C 2.43276 2.50834 -0.13859  -0.35
C 0.12916 1.99363 -0.11808  -0.34
C 2.79427 1.10621 -0.08884  -0.71
C 0.42193 0.59540 -0.01536  0.64
C 1.76634 0.18130 0.01814  0.00
C 0.45363 -2.25757 0.49050  -0.73
C -0.52321 -0.40930 -0.10159  0.27
C -2.79666 -2.09970 -0.18532  -0.89
O 3.03492 -1.90119 1.13239  -0.65
O 2.51674 -1.87575 -1.27009  -0.63
S -2.18740 -0.38873 -0.18462  0.02
S 2.07999 -1.57364 0.09552  1.39
H 0.97752 4.02295 -0.38100  0.24
H 3.36614 3.15400 -0.29178  0.30
H -0.96900 2.19812 0.01935  0.27
H 3.74815 0.69319 -0.14466  0.50
H 0.08704 -2.70654 -0.48714  0.27
H -2.44806 -2.81274 0.63458  0.35
H -2.47603 -2.64838 -1.15836  0.31
H -3.90992 -2.02412 -0.28044  0.35

Properties
2S+1: 1
HOMO level (spin up / spin down): -8.5066 / -8.5071 eV



# 2
This record from the OMol25 dataset describes a single C9H8O4 molecule in a non-equilibrium geometry. The level of theory is ωB97M-V/def2-TZVPD.

Last column: Mulliken charge in e.
CARTESIAN COORDINATES (ANGSTROEM)
O 3.70737 -1.49289 -0.51339  -0.56
C 3.34520 -0.41989 -0.05038  0.48
O 4.27083 0.36248 0.53575  -0.50
C 1.90096 -0.03455 -0.17214  0.08
C 1.51710 1.29323 -0.25331  -0.40
C 0.21738 1.69626 -0.21962  -0.93
C -0.75925 0.69626 -0.12213  0.77
C -0.41225 -0.71146 -0.10014  0.41
C 0.94053 -1.03570 -0.08436  -0.78
O -1.34944 -1.64408 0.01900  -0.46
C -2.69365 -1.19932 0.38767  -0.42
C -3.04035 0.08189 -0.29429  -0.48
O -2.07514 1.08750 0.13042  -0.46
H 3.84501 1.02725 1.24445  0.37
H 2.32699 1.99346 -0.26913  0.51
H -0.13572 2.69351 -0.30492  0.47
H 1.33330 -2.00958 -0.09196  0.56
H -2.61742 -1.00507 1.45684  0.30
H -3.36340 -1.95206 0.11838  0.38
H -2.93973 0.03973 -1.33969  0.35
H -4.01831 0.53303 -0.07705  0.30

Properties
2S+1: 1
HOMO level: -8.5680 eV



# 3
This record from the OMol25 dataset describes C9H9BClF4N2S2 as an isolated structure in a non-equilibrium geometry. The level of theory is ωB97M-V/def2-TZVPD.

Last column: Mulliken charge in e.
CARTESIAN COORDINATES (ANGSTROEM)
S 1.79522 2.65888 1.78448  -0.25
C 0.92018 1.05494 1.44819  -0.12
C 1.78076 -0.12075 0.94583  -0.33
C 1.23452 -1.56404 0.57294  0.48
C 2.26202 -2.66155 0.02198  -0.89
C 2.39528 -2.44317 -1.58952  -0.44
C 3.02341 -1.02056 -1.98264  -0.42
Cl 3.47588 -0.84304 -3.75002  -0.22
C -0.28474 -1.79848 0.77755  -0.72
C -1.18897 -0.62905 1.27851  0.37
N -2.61040 -0.56255 1.53203  -0.59
S -3.01052 1.02750 2.02607  0.36
N -1.51627 1.86251 2.03655  -0.55
C -0.61678 0.81177 1.60435  0.78
H 2.08619 3.15893 0.50067  0.15
H 2.91729 0.01890 0.79581  0.27
H 1.80229 -3.70377 0.23114  0.33
H 3.27882 -2.65943 0.54871  0.32
H 1.32667 -2.50165 -2.00482  0.31
H 3.09611 -3.25414 -1.98371  0.34
H 2.20083 -0.23361 -1.76851  0.28
H 3.90888 -0.71183 -1.31408  0.25
H -0.76346 -2.81264 0.56931  0.28
B -5.50272 3.38588 -0.45727  0.66
F -4.25284 2.82267 -0.88582  -0.42
F -5.74538 3.02426 0.91453  -0.43
F -5.44868 4.81512 -0.57244  -0.41
F -6.56359 2.87891 -1.27983  -0.41

Properties
2S+1: 1
HOMO level: -6.6779 eV
net charge: -1



# 4
This record from the OMol25 dataset describes a 2-piece molecular cluster, C9H9BrN2O2 overall in a non-equilibrium geometry. The level of theory is ωB97M-V/def2-TZVPD.

Last column: Mulliken charge in e.
CARTESIAN COORDINATES (ANGSTROEM)
C 1.02087 -2.10247 0.39379  0.51
C -1.14960 -0.51023 0.25116  -0.04
C -1.22993 0.72426 0.75553  0.68
C 0.83268 0.20546 1.26809  0.42
C 1.30285 0.09302 -1.18715  0.68
C 0.26630 -0.93425 0.47096  0.42
C -2.08037 -1.12537 -0.71421  -1.48
C -2.40371 1.67988 0.74645  -1.33
C 2.67570 -0.16689 -1.22285  -0.77
N 1.66227 -3.04500 0.34615  -0.63
N 2.04389 0.41355 1.49546  -0.61
O 0.45236 0.76879 -1.63888  -0.40
O -0.14676 1.13211 1.45971  -0.40
Br 3.70613 0.96010 -2.42337  -0.10
H -3.05162 -0.62229 -0.58117  0.43
H -2.28369 -2.26459 -0.42264  0.30
H -1.82383 -0.85152 -1.76201  0.29
H -3.08232 1.51535 1.52555  0.33
H -3.02988 1.51053 -0.10780  0.38
H -1.87893 2.73749 0.87313  0.29
H 2.74705 -1.31817 -1.34064  0.38
H 3.20662 -0.06529 -0.25141  0.41
H 2.24394 1.26552 2.06615  0.22

Properties
2S+1: 1
HOMO level (spin up / spin down): -8.1221 / -8.1218 eV



# 5
This record from the OMol25 dataset describes a 5-piece molecular cluster, C9H9Cl12N overall in a non-equilibrium geometry. The level of theory is ωB97M-V/def2-TZVPD.

Last column: Mulliken charge in e.
CARTESIAN COORDINATES (ANGSTROEM)
Cl 18.02277 18.82176 -13.27008  -0.13
C 18.56448 17.67499 -14.52178  -0.01
Cl 17.40966 16.38510 -14.84514  -0.08
Cl 20.11474 16.96615 -14.01499  -0.10
H 18.62370 18.26670 -15.42469  0.33
Cl 12.32320 15.04422 -13.94103  -0.06
C 10.62917 14.56323 -14.03258  0.00
Cl 9.67454 15.13187 -12.65345  -0.12
Cl 10.54807 12.82025 -14.15671  -0.12
H 10.16916 14.97589 -14.92150  0.31
Cl 14.35437 12.88247 -12.39057  -0.11
C 15.43301 14.22327 -12.71707  -0.13
Cl 17.11869 13.62813 -12.53158  -0.04
Cl 15.12321 15.59460 -11.63199  -0.09
H 15.34834 14.58314 -13.73360  0.35
Cl 19.93601 11.42475 -12.24878  -0.10
C 19.91581 12.04333 -13.87359  0.21
Cl 20.44507 10.85800 -15.05344  -0.14
Cl 20.91050 13.51631 -13.99334  -0.11
H 18.91851 12.35797 -14.15718  0.13
C 16.88556 12.62375 -8.55476  -0.33
C 17.73951 12.28806 -7.54301  -0.36
C 18.33314 10.99079 -7.52688  -0.13
N 18.01181 10.06167 -8.39811  -0.58
C 17.19278 10.41076 -9.40482  -0.41
C 16.58990 11.64032 -9.50193  0.14
H 16.44929 13.61502 -8.53190  0.39
H 18.01153 12.91976 -6.70716  0.35
H 19.04797 10.82955 -6.72993  0.33
H 16.84742 9.64236 -10.08652  0.35
H 15.89968 11.84059 -10.31062  0.27

Properties
2S+1: 1
HOMO level: -9.4683 eV



# 6
This record from the OMol25 dataset describes a 5-piece molecular cluster, C9H9Cl12N overall in a non-equilibrium geometry. The level of theory is ωB97M-V/def2-TZVPD.

Last column: Mulliken charge in e.
CARTESIAN COORDINATES (ANGSTROEM)
Cl 1.59878 4.96607 -3.58857  -0.14
C 1.57894 3.36004 -2.79684  0.68
Cl 2.81050 3.18544 -1.52286  -0.11
Cl 1.81618 2.17640 -4.07285  -0.13
H 0.60870 3.13141 -2.35585  -0.28
Cl 0.60132 0.00461 0.79582  0.00
C 1.73957 -0.95635 -0.12220  0.19
Cl 3.24708 -1.03864 0.88703  -0.16
Cl 2.18184 -0.25013 -1.67573  -0.06
H 1.38234 -1.97983 -0.23607  0.08
Cl -1.64729 2.35936 -1.17345  -0.13
C -2.18264 2.29696 0.54994  0.71
Cl -3.06464 0.74265 0.77295  -0.13
Cl -3.21024 3.57684 1.20764  -0.12
H -1.31561 2.18607 1.20113  -0.39
Cl 0.26861 2.69755 3.58895  -0.07
C 1.40343 3.04869 4.92722  -0.01
Cl 1.44248 1.76478 6.12964  -0.10
Cl 1.01626 4.66200 5.61436  -0.12
H 2.38754 3.08182 4.45977  0.29
C -0.98323 -3.66785 -0.00360  -0.42
C -1.62511 -2.54755 -0.46939  -0.02
C -1.73214 -2.38394 -1.80927  -0.16
N -1.28651 -3.32352 -2.70873  -0.59
C -0.70667 -4.45148 -2.21244  -0.22
C -0.50939 -4.67150 -0.85305  -0.34
H -0.87589 -3.85081 1.05536  0.38
H -2.22264 -1.89412 0.14899  0.19
H -2.23178 -1.49462 -2.16405  0.40
H -0.53201 -5.17248 -2.99734  0.40
H 0.04211 -5.55798 -0.57664  0.39

Properties
2S+1: 1
HOMO level: -9.9788 eV



# 7
This record from the OMol25 dataset describes a 2-piece molecular cluster, C9H9Cl2F3O4PS overall. The level of theory is ωB97M-V/def2-TZVPD.

Last column: Mulliken charge in e.
CARTESIAN COORDINATES (ANGSTROEM)
C 0.20522 -1.50445 1.53360  -0.11
C -0.02043 -0.82988 0.57138  -0.41
C -0.20399 -0.03683 -0.62314  -0.39
P 0.20583 1.78483 -0.37514  -0.15
C 1.56456 2.00718 -1.60864  -0.69
C 2.06961 3.42309 -1.67522  -0.06
O 2.77512 3.81610 -2.56951  -0.48
C 1.03885 1.90670 1.24956  0.16
Cl 0.06981 2.78533 2.39088  -0.22
C 2.22861 1.42890 1.61518  0.62
C 3.15976 0.65003 0.74102  -1.37
Cl 2.83507 1.68278 3.21690  -0.21
H 0.33199 -2.19394 2.32830  0.43
H 0.36562 -0.44972 -1.45274  0.39
H -1.26274 -0.06444 -0.87549  0.29
H 1.10668 1.79879 -2.57675  0.42
H 2.40725 1.32913 -1.51506  0.37
H 1.76712 4.11667 -0.87165  0.33
H 3.77695 1.32839 0.15344  0.33
H 2.61371 -0.03284 0.10512  0.30
H 3.83900 0.08046 1.36639  0.44
C -4.39232 -3.38940 0.29111  0.57
F -3.90952 -3.69064 1.50902  -0.24
F -4.59431 -4.54958 -0.35615  -0.24
F -5.59421 -2.81558 0.46843  -0.25
S -3.24488 -2.28845 -0.63985  1.21
O -2.03731 -3.08359 -0.71618  -0.67
O -3.16300 -1.11683 0.20991  -0.67
O -3.93803 -2.09221 -1.89471  -0.71

Properties
2S+1: 1
HOMO level: -5.9463 eV
net charge: -1



# 8
This record from the OMol25 dataset describes C9H9Cl5O3PS3SbSr as an isolated structure. The level of theory is ωB97M-V/def2-TZVPD.

Last column: Mulliken charge in e.
CARTESIAN COORDINATES (ANGSTROEM)
Sr -0.18502 -1.02926 0.17288  1.32
S 0.66382 -1.53129 2.94907  -0.55
Sb 1.88095 0.49772 2.41041  0.44
S 0.35689 1.66807 1.03961  -0.78
S 2.69891 -1.21654 0.89909  -0.50
Cl -0.63151 -4.26649 -2.19150  -0.22
C -2.18385 -3.49773 -1.88258  0.90
C -2.19296 -2.37863 -1.07500  -2.45
C -3.43616 -1.81342 -0.88342  1.81
Cl -3.50675 -0.36804 0.13095  -0.27
C -4.61852 -2.29695 -1.43446  -0.52
Cl -6.13924 -1.53077 -1.13991  -0.20
C -4.55144 -3.42851 -2.24548  0.72
Cl -5.98646 -4.06814 -2.96053  -0.21
C -3.31901 -4.03977 -2.47821  -0.45
Cl -3.23114 -5.43578 -3.49507  -0.20
C 2.54367 1.28759 -2.18395  -0.38
O 2.59270 0.04638 -2.90315  -0.48
P 1.34914 -0.96445 -2.78034  1.06
O 0.52651 -0.53458 -4.10911  -0.59
C -0.70463 -1.21972 -4.35075  -0.39
O 2.03607 -2.31027 -3.35296  -0.41
C 2.72801 -3.15310 -2.42868  -0.56
H 3.57289 1.59305 -2.01155  0.22
H 2.03718 1.18218 -1.22245  0.15
H 2.03200 2.04217 -2.78280  0.24
H -1.23875 -0.65775 -5.11321  0.29
H -1.31601 -1.27126 -3.44537  0.09
H -0.51395 -2.23372 -4.70568  0.26
H 2.55587 -4.18593 -2.72585  0.24
H 2.37495 -3.00927 -1.40513  0.19
H 3.79414 -2.92949 -2.46489  0.24

Properties
2S+1: 2
HOMO level (spin up / spin down): -4.9583 / -5.1301 eV
net charge: -1



# 9
This record from the OMol25 dataset describes C9H9ClF2N2 as an isolated structure in a non-equilibrium geometry. The level of theory is ωB97M-V/def2-TZVPD.

Last column: Mulliken charge in e.
CARTESIAN COORDINATES (ANGSTROEM)
C 1.53863 -1.21696 -1.88494  -0.25
C -0.08571 -0.21602 -0.87791  -0.23
C 1.10037 0.21972 -0.35756  0.41
C -1.75765 0.61792 -0.13017  0.00
C -1.39073 1.13701 1.02754  0.17
C 1.23961 1.31153 0.69662  -0.05
C -0.03056 1.34923 1.66996  0.44
C 0.18873 0.36360 2.81130  -1.55
C -0.70579 -1.87121 -2.63076  -0.73
N 2.09392 -0.36467 -1.06677  -0.72
N 0.16029 -1.20066 -1.82894  0.21
F -2.38787 1.69856 1.74178  -0.33
F 1.37583 2.53475 0.20577  -0.33
Cl -3.16111 -0.08239 -0.71022  -0.16
H 1.96428 -1.86707 -2.67571  0.30
H 2.05507 1.03165 1.30557  0.40
H -0.01712 2.38548 2.09739  0.35
H -0.49671 0.37941 3.58836  0.49
H 1.04533 0.62423 3.32520  0.48
H 0.47302 -0.67571 2.43924  0.27
H -1.60460 -2.45777 -2.16516  0.25
H -1.35032 -1.06629 -3.24293  0.30
H -0.24688 -2.63434 -3.33766  0.27

Properties
2S+1: 1
HOMO level: -8.8585 eV



# 10
This record from the OMol25 dataset describes a 2-piece molecular cluster, C9H9ClF3N overall in a non-equilibrium geometry. The level of theory is ωB97M-V/def2-TZVPD.

Last column: Mulliken charge in e.
CARTESIAN COORDINATES (ANGSTROEM)
C -1.22683 0.55065 2.48083  -0.57
C -0.79305 1.85968 2.37826  -0.37
C -1.09227 -0.33338 1.39240  -0.40
C -0.46074 2.41308 1.20099  -0.39
C -0.56021 0.27727 0.26439  0.36
C 1.31577 -1.96121 -0.05834  -1.12
C 0.13231 -1.79477 -1.02367  -0.73
C -0.44468 -0.44330 -0.99147  0.55
C 0.96049 0.79403 -2.33403  0.57
N -0.31981 1.56043 0.16774  -0.33
F 0.61636 0.64480 -3.64281  -0.24
F 2.22936 0.28348 -2.10075  -0.28
F 1.03071 2.11732 -2.20876  -0.23
Cl -1.80607 -0.18089 -1.87427  -0.17
H -1.76200 0.33132 3.32984  0.47
H -0.95974 2.47820 3.27461  0.33
H -1.45248 -1.34352 1.16342  0.41
H -0.10772 3.44135 1.00109  0.38
H 1.87100 -0.99031 -0.07197  0.28
H 0.94436 -2.20121 1.02475  0.25
H 1.90653 -2.74083 -0.42270  0.46
H -0.54542 -2.69864 -0.86519  0.43
H 0.52414 -2.06354 -2.08440  0.34

Properties
2S+1: 1
HOMO level: -9.1877 eV



# 11
This record from the OMol25 dataset describes a 2-piece molecular cluster, C9H9ClN2O2 overall in a non-equilibrium geometry. The level of theory is ωB97M-V/def2-TZVPD.

Last column: Mulliken charge in e.
CARTESIAN COORDINATES (ANGSTROEM)
C 1.97436 2.31262 -0.45594  -0.84
C 2.02855 1.21343 -1.31892  -0.21
C 1.21185 2.12208 0.70932  -0.10
C 1.17015 0.13748 -1.21598  -0.58
C 0.42596 0.99585 0.91828  -0.59
C 0.29960 0.03765 -0.09345  0.60
C -1.74369 -0.49350 -1.20149  -0.41
C -4.03630 0.45006 -0.05171  0.27
C -1.32900 -1.64199 0.85378  -0.70
N -0.89932 -0.84894 -0.20808  0.30
N -4.55233 -0.55280 0.16610  0.52
O -1.65750 0.39938 -2.00568  -0.55
O -4.57645 -1.73819 0.38884  -0.62
Cl -4.09906 2.03714 -0.31408  -0.08
H 2.58338 3.21098 -0.36361  0.34
H 2.66998 1.21177 -2.26205  0.26
H 1.38546 2.89604 1.49666  0.32
H 1.10081 -0.45162 -2.04241  0.45
H -0.26311 1.05318 1.75394  0.26
H -2.70083 -1.16956 -1.05004  0.54
H -2.39534 -1.86294 0.63465  0.37
H -0.66951 -2.61093 0.96481  0.22
H -1.10810 -1.07094 1.86344  0.24

Properties
2S+1: 3
HOMO level (spin up / spin down): -5.1209 / -9.3179 eV



# 12
This record from the OMol25 dataset describes a single C9H9ClNP molecule in a non-equilibrium geometry. The level of theory is ωB97M-V/def2-TZVPD.

Last column: Mulliken charge in e.
CARTESIAN COORDINATES (ANGSTROEM)
C 2.65487 -1.00234 1.23760  -0.57
C 2.53144 -0.72283 -0.12851  -0.62
C 1.56133 -0.78958 2.06782  -0.70
C 1.40951 -0.13801 -0.69851  -0.92
C -0.78252 0.21666 2.13194  -0.80
C -1.55820 0.78352 1.19024  -0.24
C 0.47148 -0.07725 1.55812  0.79
C 0.40558 0.26275 0.17065  0.33
C -1.78736 0.05851 -2.69760  -0.93
N -0.87577 0.64024 -0.02457  0.04
P -1.35268 1.59710 -1.71892  0.25
Cl -3.18887 2.06434 -1.29720  -0.21
H 3.49904 -1.51406 1.49618  0.46
H 3.29505 -0.91284 -0.77130  0.45
H 1.60301 -1.10863 3.17186  0.24
H 1.31854 -0.03386 -1.67204  0.59
H -1.18457 0.06640 3.11995  0.38
H -2.54976 1.06613 1.37083  0.43
H -1.13112 -0.76904 -2.19043  0.30
H -1.50192 0.34876 -3.72178  0.31
H -2.83705 -0.03596 -2.59433  0.41

Properties
2S+1: 3
HOMO level (spin up / spin down): -4.2189 / -8.1555 eV